No. 1
C46H68N4O30 | ωB97M-V/def2-TZVPD

Positions of all 148 atoms, in Å:
H: -0.94299 2.61592 5.78822
H: -6.67626 -0.43588 -4.18277
H: 3.70647 -1.24214 -2.06276
C: 1.44351 0.02831 1.98405
H: 1.73724 -0.21297 -5.02087
H: 6.32077 0.51778 -1.49561
H: 5.57063 -0.08822 -3.94941
H: -0.55446 1.39955 -1.61779
O: 2.77746 3.69053 -2.74463
O: -0.87905 4.16600 2.03562
H: -0.50260 5.54622 6.12033
O: 1.80616 5.23275 -4.00927
H: 2.16128 2.77649 0.68759
O: 4.27406 -4.26698 0.91537
O: -1.66606 -2.55898 1.81062
C: -0.79763 4.18372 3.29000
C: 2.82219 2.90805 1.54432
O: -0.24961 3.23428 3.99623
C: 0.65732 5.99786 -4.02566
O: 2.90542 4.27561 1.78807
C: -0.03535 1.02104 -4.75742
C: 3.61670 -4.81453 -0.07621
H: 5.84909 -0.06105 4.89636
C: 6.65876 -1.44576 -2.10712
O: -1.42918 0.05525 4.64447
C: -1.47771 -5.93212 2.28158
C: -0.99136 4.83588 5.45352
O: 4.23096 5.94204 0.88023
C: -1.45623 -3.72932 1.69344
H: -4.64110 -4.50895 1.25781
C: -4.39549 -2.44454 0.84277
O: -0.67465 -3.51329 -4.13085
C: -0.10137 -2.85378 -3.11469
C: -4.49027 -3.86085 0.39450
C: -4.60660 -0.68053 -4.65678
H: 2.44467 2.45300 2.46002
H: -3.60694 -1.92112 0.30209
H: -0.75766 6.19169 -2.49544
O: -1.88244 -4.60969 2.61291
C: 3.93222 4.76262 1.07421
H: -0.09717 2.44075 -0.40296
H: -1.63953 0.22763 0.27281
H: 3.10481 -3.51891 2.46765
O: 6.84620 -4.19038 4.79256
H: -4.87957 -0.73979 -5.71039
H: -3.14205 3.14487 -1.12190
C: -0.38284 3.45957 5.38501
O: 0.73228 4.64134 -2.23083
O: -5.63144 -3.89890 -0.41764
O: -5.68648 -1.94325 0.51896
H: 0.43470 -6.02386 1.20287
C: 4.55555 -0.00915 -3.56023
C: -2.92497 3.78513 -0.26689
H: -0.57413 0.07620 -4.68613
N: 7.31401 -2.25543 -2.63939
H: 4.06688 1.63217 0.47582
C: -3.80626 5.77388 0.18054
O: -3.60946 0.17846 3.99948
H: -0.48886 1.61634 -3.96492
O: 6.54444 -1.96079 4.59379
C: -6.37554 -2.74661 -0.27468
N: 0.09148 4.22033 -6.50912
O: -7.47314 -2.48616 -0.72632
H: -0.61710 -0.22986 6.34970
H: 0.92884 7.00822 -3.71978
C: -0.17606 3.05371 -6.29570
H: 4.02095 -0.68742 -4.22524
O: -2.74490 -1.56884 5.06873
C: -4.19777 -0.04234 -1.98438
H: 0.02513 1.17663 -6.89997
C: 0.03253 0.29994 1.63392
C: -0.06786 1.37783 -0.64267
C: 1.83336 4.43280 -2.98386
C: -5.80775 -0.91041 -3.72603
O: -1.03787 5.20369 4.10945
H: 2.81537 -2.10629 -0.11338
H: -6.11171 -1.95476 -3.65509
H: -2.35513 -4.24488 -1.81528
C: -5.61974 -0.21241 -2.35175
C: -4.13228 3.61486 0.68363
H: -2.00169 4.74586 5.85255
O: -4.52074 4.94005 0.94440
O: 5.11482 -3.01791 5.87599
H: 3.62717 -1.53507 5.64505
O: 4.11554 -5.70021 -0.78347
H: 1.59558 0.54161 -3.49833
H: -0.95078 -6.25069 0.26718
H: 4.86071 -1.06798 3.79003
N: -3.10416 0.09500 -1.73390
C: -0.24035 5.38208 -3.01023
H: -1.55045 1.49176 -6.25927
O: -3.89083 6.98985 0.24751
C: -1.88046 -4.09783 -3.82241
H: -0.12839 1.28521 2.07149
H: -0.77541 -6.33602 3.01078
C: 2.49802 -2.99228 0.43655
H: -0.21626 -0.74167 -0.17518
H: -4.09266 0.27446 -4.54740
H: 4.72211 2.17874 2.02890
C: 5.78310 -0.42914 -1.44698
H: -2.65279 -3.82960 -4.54329
C: 4.17243 2.48961 1.14047
C: -0.55084 0.21726 0.22057
H: 3.75633 0.36628 -1.65085
H: -3.57527 -4.07012 -0.15965
C: -2.22663 -3.43247 -2.53053
N: 2.56031 -0.22244 2.17364
C: -0.60619 -5.70542 1.14583
H: -3.88453 -1.49526 -4.60269
H: 4.18754 0.97784 -3.84043
H: 5.71118 -0.68530 -0.38995
H: 0.96175 1.19174 -0.94826
O: -0.62989 -4.32672 0.78461
H: 0.10821 6.07245 -4.96428
O: -3.03002 5.10690 -0.64393
H: 4.13389 -2.30405 1.59947
C: -1.45973 -2.02667 5.33004
C: 4.70394 -1.66684 5.75135
C: 6.26400 -3.15040 5.05107
H: -6.03320 0.79095 -2.24970
O: 4.70401 3.70307 0.69869
C: -0.59321 -0.74100 5.38727
H: -1.18999 -2.73405 4.54586
H: 0.39860 -0.94875 4.98573
O: 2.47660 -4.14554 -0.31389
C: 1.40632 0.71645 -4.55744
H: -1.72825 -5.17538 -3.76065
H: 1.51238 -2.93480 0.89840
H: -2.04861 3.47127 0.30021
C: -2.66473 -0.38816 4.49531
H: -4.94426 3.00793 0.28308
H: -1.63952 -2.54723 6.27068
H: -3.77668 3.18974 1.62220
H: 0.63998 3.56479 5.74678
O: 1.11783 -2.49140 -3.20581
H: 4.92203 -1.34894 6.77090
C: 4.38903 -0.39360 -2.10950
O: -1.03231 -2.63846 -2.18746
H: 2.03667 1.53148 -4.91308
H: -2.28238 -6.57114 1.91790
C: 3.57707 -3.23823 1.52622
H: -0.90501 4.65088 -3.47030
C: -0.48985 1.65061 -6.06436
H: -6.28726 -0.80138 -1.72275
H: -4.11932 -2.41519 1.89679
H: -0.60576 -0.38991 2.18601
H: -3.14788 -2.85066 -2.56048
C: 5.53163 -1.07405 4.64906

energy above the lowest of the compared OMol25 structures with the same formula, charge and spin = 129.76 kcal/mol
energy = -116184.7060 eV
E_HOMO = -10.62 eV
strongest force on any atom = 7.082 eV/A
orbital gap = 10.0057 eV
spin multiplicity = 1

Results of the Löwdin charge analysis, in e, for atoms 1 through 5:
1. H 0.1293
2. H 0.1079
3. H 0.0942
4. C -0.1677
5. H 0.0782


No. 2
C46H71N3O14S6 | ωB97M-V/def2-TZVPD

Positions of all 140 atoms, in Å:
C: -1.46850 -2.59516 -1.96956
S: 2.24964 -9.18235 -3.66533
H: 7.19114 -11.82329 -7.42581
H: 4.97118 7.75062 2.97397
H: -1.28683 5.62346 1.05853
C: -8.75465 2.59845 6.24335
H: 2.35216 -4.87736 0.09366
H: -9.08126 3.58596 5.92619
S: 3.14753 5.75731 1.36697
C: 3.34914 4.10995 -0.65632
H: 7.07012 11.33147 3.84915
N: -2.90611 5.74803 2.59696
C: -8.41598 3.93804 2.40363
H: 4.59569 -3.18362 -2.87480
H: -0.60553 0.43834 -2.73789
O: 3.14976 5.55136 2.79809
C: 6.72840 -11.75033 -6.44466
O: 1.48055 -3.95837 -3.05107
H: -3.83408 6.11295 -0.46631
C: -0.80113 1.94365 -0.76516
H: 6.12936 11.37776 2.35762
H: -1.10271 -8.73153 -4.88870
C: -5.83324 3.46112 1.45486
H: 8.63737 -11.70846 -5.44320
C: 0.62940 -8.39851 -3.61716
O: 7.26762 7.31707 1.67653
H: 4.03186 -6.56091 -0.29467
C: -2.45104 3.88992 -0.22530
C: 2.42272 -5.24523 -0.92819
S: -9.53601 1.36847 5.20125
H: -9.07020 3.04676 0.54674
H: -3.30381 7.31587 1.29887
H: 1.53562 -5.82476 -1.17232
H: -6.79553 2.64517 -0.27096
H: -3.39122 5.39081 3.40599
O: -2.21296 -0.75593 0.80357
C: -2.79540 1.55177 0.35940
H: -2.20384 5.59422 -1.49669
C: 3.72370 -6.01575 -1.18603
H: -5.29963 5.54122 0.36474
H: -6.23529 -0.23177 2.75507
H: 3.17977 3.12596 -1.08956
C: -5.64272 0.63985 2.50980
C: -4.47813 3.13192 0.92556
H: 4.37808 9.08039 1.95357
H: -9.23558 -0.79601 6.13469
H: 7.44403 -9.39076 -4.15418
C: 5.20120 8.73718 2.57737
C: 6.60725 10.71377 3.08089
H: -0.87297 4.45753 -1.51314
C: 4.81266 5.54660 0.72412
H: 5.50102 5.48029 1.56112
H: 7.67963 -11.57505 -3.17335
H: -9.54346 0.30277 8.63948
O: 2.53207 -2.61955 -1.21175
C: -3.80610 6.41995 1.65928
O: -8.60557 0.91428 4.20083
H: -10.78488 -0.05887 6.61024
C: -0.64850 -1.55620 -2.01109
H: 0.42134 -1.71710 -2.07990
O: 3.27814 -8.16838 -3.67053
C: 4.78192 4.27044 -0.12449
H: 0.76532 -7.33519 -3.43002
S: 6.65290 8.61308 1.52272
H: -5.79822 1.50300 3.14166
H: 3.56405 -6.74092 -1.98192
H: 5.79840 -12.31796 -6.42444
C: 2.07684 -9.89808 -5.29112
O: 4.91282 -9.81620 -6.35869
C: -9.06877 0.69520 7.74169
H: -0.77673 6.68365 -0.09401
H: -7.67742 2.49727 6.11188
N: -0.92899 0.52132 -0.67588
H: 2.60156 -10.84891 -5.30790
C: 4.10081 -4.13367 -2.68788
C: -4.79754 0.64241 1.48419
C: 7.64446 -12.13516 -5.28744
C: 7.00588 -11.53221 -4.02736
H: 5.03859 3.40934 0.49576
C: -9.18832 2.22324 7.65652
H: 4.68165 10.27516 4.02240
H: -10.22534 2.52469 7.81815
H: -9.42428 4.08717 2.76818
H: 2.45557 3.51093 1.23296
H: 3.15256 4.85662 -1.42884
C: -9.71861 0.11430 6.47963
H: -4.72449 6.73964 2.15559
O: -10.84401 1.84596 4.82974
O: 7.30550 -9.19825 -6.75346
H: 2.53536 -9.21434 -6.00244
C: -6.94590 3.11712 0.69266
C: -4.03579 1.79040 0.94763
C: -3.68649 4.16778 0.37403
S: 6.31818 -10.03657 -6.12460
C: -7.31388 4.30551 3.15768
H: -2.54696 -2.47634 -1.94618
C: 2.42954 4.34785 0.53519
H: 8.27117 9.30908 3.08872
C: -8.23155 3.35394 1.15667
O: 2.59468 6.97532 0.82117
H: 0.22050 -7.88281 -5.67610
H: 5.72781 -9.74860 -3.84136
H: 6.10916 -12.09721 -3.76585
H: 5.04330 6.42865 0.12949
O: 6.32340 9.11516 0.21246
H: -7.46338 4.75568 4.13112
H: 0.17271 -10.84415 -4.91284
H: -5.17617 4.33173 3.30350
C: 5.56749 9.74882 3.67130
C: 4.78251 -4.99872 -1.63159
H: -8.01488 0.41332 7.77760
H: -2.21005 -0.13256 -2.25121
H: 6.00026 9.22720 4.52707
H: -4.59022 -0.30114 0.99211
C: -6.02914 4.06880 2.69065
H: 5.51197 4.32315 -0.93074
H: 0.32415 -10.17986 -6.54024
H: 1.39965 4.57864 0.26241
C: -1.58983 4.94787 -0.86099
C: -0.01855 -8.68625 -4.97751
S: 2.47369 -3.81556 -2.01400
H: 5.09389 -4.38113 -0.78597
C: -2.02641 0.27935 0.22842
H: -2.18935 6.37887 2.92601
C: 7.63956 9.83850 2.37615
H: 7.75206 -13.21593 -5.21029
O: 2.29019 -10.24118 -2.68587
H: 0.07715 -8.85303 -2.79672
H: -8.57377 2.72066 8.40521
C: -4.21416 5.58138 0.40358
H: -1.09124 -3.61007 -1.97660
C: 6.62788 -10.08216 -4.35380
H: 3.96313 -4.67965 -3.62088
H: 8.25237 10.36662 1.64976
C: -1.14635 -0.14079 -1.98879
C: 0.56941 -10.00830 -5.49356
N: -0.83964 5.70583 0.15341
O: 0.17663 2.50374 -1.18380
C: -2.04339 2.56064 -0.22265
H: 5.66785 -5.48714 -2.03551

SMILES = C=CCN1C(=O)c2c(C=C)c(-c3ccccc3)c(CCN)c(CN)c2C1=O.O=S1(=O)CCCC1.O=S1(=O)CCCC1.O=S1(=O)CCCC1.O=S1(=O)CCCC1.O=S1(=O)CCCC1.O=S1(=O)CCCC1
energy = -146998.2101 eV
E_HOMO = -8.44 eV
strongest force on any atom = 0.833 eV/A
orbital gap = 8.6618 eV
spin multiplicity = 1

Results of the Löwdin charge analysis, in e, for atoms 1 through 5:
1. C 0.0183
2. S 0.6631
3. H 0.1070
4. H 0.0923
5. H 0.0398


No. 3
C46H72BaN10O4 | ωB97M-V/def2-TZVPD

Positions of all 133 atoms, in Å:
H: 4.13431 -0.32620 -5.00900
H: -2.19529 -1.79174 3.79588
H: 0.26547 -6.75499 -1.98781
H: 1.13928 2.29784 -4.34265
C: -3.22585 3.71215 4.03708
H: -0.94507 -5.22644 4.43736
H: -3.58259 -3.87095 3.64893
C: 1.20806 5.23096 -2.65722
C: -0.87554 -3.70172 -1.70564
H: 3.22445 3.07125 1.82320
H: 0.22458 -7.62566 -0.48432
H: -1.46976 0.21123 -6.18597
C: -3.74484 -1.37417 -0.43941
H: -3.13766 4.31569 -1.75765
H: 3.82444 -4.71098 -0.15022
H: 4.09044 3.78991 3.18112
C: -1.03423 1.03800 -5.62484
H: 3.20879 4.61593 -3.08859
H: 0.90185 3.40386 -5.71045
C: 3.13081 -1.98365 2.66132
C: 1.89317 3.63157 3.47546
C: 4.57064 2.12396 -3.48750
H: -2.72372 4.05143 3.13106
H: -1.54309 -5.73556 0.35015
C: -4.73492 -3.97379 0.73605
N: 1.69375 2.13876 -0.67033
H: 4.80777 -1.32709 -3.85280
C: -1.08134 0.73481 -4.21046
N: 5.74044 -2.30093 -0.76344
C: -2.73819 2.39649 4.61130
C: -5.51636 -2.64043 0.78362
H: 0.65787 5.82415 -1.92679
H: 0.87175 -5.97807 -0.52835
H: 0.29800 0.06940 4.70014
C: 3.07727 -1.99095 4.02053
H: 4.04214 4.18150 -0.89513
C: -2.58437 4.36837 -0.82001
H: 0.40749 1.52994 -7.18668
H: 0.91233 0.29493 -6.03132
H: 3.15083 4.79579 2.06713
H: -5.44284 4.31893 -0.21960
C: 5.16742 0.75317 -3.31651
N: -4.66415 0.88187 2.10071
H: 2.74789 4.96758 -0.08291
H: 6.16148 0.70956 -3.76153
N: -1.95930 1.85285 -0.18976
C: 4.79901 -2.99139 -0.76774
H: -6.59954 -2.76211 0.78701
C: 3.06863 -0.48621 -3.26662
H: 3.32783 -4.95598 -4.16750
H: -2.82193 5.40871 1.03471
O: 0.11973 0.07986 2.06258
N: -2.57785 -1.23622 -0.56314
H: -5.29459 -2.10910 1.70915
H: -0.92630 -2.67322 4.59950
C: 0.09368 -6.63434 -0.91822
C: 2.94469 -4.08548 -2.20232
H: -4.91649 -4.56636 -0.16061
O: 2.21643 -1.03281 0.62011
H: -2.72335 -4.61299 -1.36771
C: -1.72128 -2.77117 3.86025
H: -4.48629 3.35054 0.82516
H: -3.65401 -3.88409 0.84409
H: -2.57482 -5.90932 4.92991
H: -1.58633 1.95421 -5.83419
H: -1.81814 1.85340 2.75317
N: -1.12276 0.48578 -3.09062
C: 2.26743 3.09544 -0.81492
H: 5.20613 2.90840 -3.07650
H: 0.59639 2.61520 2.10963
C: -4.72267 4.38954 0.59556
C: 0.39457 1.24864 -6.13368
C: -2.20869 2.94544 -0.43417
H: 4.78947 -4.32812 -3.46327
H: -2.09333 -5.77950 3.28237
C: -1.18925 -2.88954 2.52421
Ba: 0.05519 -0.31400 -0.59347
H: -0.26394 3.35017 3.36055
H: 4.48114 2.38769 -4.54131
C: 0.29165 4.60611 1.80807
C: -2.01681 -5.27197 4.24396
C: 3.84468 -4.81346 -3.21847
H: -1.77862 -5.25699 -2.64863
C: 1.21819 2.40061 -5.42492
H: -3.02920 -3.59803 5.29658
C: -3.70425 1.09053 2.71497
C: 4.31581 -0.35789 -3.93468
H: 3.08973 6.10996 -2.17869
H: -2.01001 0.54999 3.94357
H: -5.21989 4.92449 1.40469
H: 0.70064 4.28139 -2.82728
C: -1.70519 -4.91144 -1.61746
H: -5.53149 -0.65538 -0.05320
H: 3.58427 2.17527 -3.02651
O: 1.94763 -1.08915 6.02945
N: -0.79077 -2.93428 1.42477
H: -2.06821 -6.92810 -0.73625
C: 2.17323 -1.15273 1.86196
N: -0.18998 -2.80485 -1.79484
N: 0.08642 5.47649 1.04461
C: 0.97627 -0.45694 2.70223
H: -5.09239 -4.58169 1.56718
C: -1.34270 -6.11918 -0.65023
H: 3.83914 -2.63797 2.17496
N: 2.02846 -0.58790 -2.69682
H: -3.44565 1.95269 5.31176
C: 1.04807 -0.43428 4.10844
H: 2.81056 -3.35088 -0.14426
H: -5.56633 -1.85555 -1.29961
H: 2.00506 2.76513 4.12726
C: 3.17416 3.84130 2.59299
H: -3.07759 4.46052 4.81559
H: -4.25601 3.72688 3.68121
H: -1.69757 4.90921 -1.15042
H: 2.68656 -3.15834 -2.71408
H: -1.82566 2.57258 5.18087
C: 2.97104 4.37037 -0.96701
C: 2.69845 5.09535 -2.25324
H: 5.34315 0.51235 -2.26807
H: -3.67922 6.11511 -0.24357
C: -5.13624 -1.63479 -0.32269
C: -3.43004 5.13848 0.17142
C: 2.02119 -1.14239 4.72787
C: 3.56204 -3.84596 -0.75931
C: 0.60359 3.51688 2.72203
O: 3.97928 -2.69408 4.68986
H: 4.16640 -5.77277 -2.81313
H: 1.82187 4.51677 4.10747
C: -2.70500 -3.88168 4.29531
H: 2.02492 -4.66863 -2.15686
C: -2.48384 1.42765 3.50395
H: 2.23365 2.18927 -5.75998
H: 1.12414 5.82231 -3.56901

energy above the lowest of the compared OMol25 structures with the same formula, charge and spin = 0.00 kcal/mol
energy = -72653.9930 eV
E_HOMO = -5.56 eV
strongest force on any atom = 6.528 eV/A
orbital gap = 5.2308 eV
spin multiplicity = 1

Results of the Löwdin charge analysis, in e, for atoms 1 through 5:
1. H 0.1270
2. H 0.1066
3. H 0.0719
4. H 0.0480
5. C -0.1034